No. 1
ORCA calculation (ωB97M-V with the def2-TZVPD basis set) on the molecule C4H3ClOS2.

Cartesian coordinates (Å):
1 C -1.51002 -1.09257 -0.17322
2 C -0.55155 -0.14907 -0.21629
3 C 1.66898 -0.56660 0.36339
4 C -0.77016 1.27730 0.01958
5 H -1.24622 -2.14988 -0.37412
6 H 1.27719 -0.20836 1.31952
7 H -1.80448 1.53358 0.24991
8 O 0.70853 -0.58449 -0.57542
9 S 3.17957 -1.02855 0.07433
10 S 0.37344 2.41606 -0.01613
11 Cl -3.16273 -0.79494 0.14800

Summary:
- energy relative to the best compared isomer or geometry (same formula, charge and spin) (eV) = 1.773
- frontier orbital gap (Ha) = 0.2802

No. 2
ORCA calculation (ωB97M-V with the def2-TZVPD basis set) on the molecule CH3F2OP in a non-equilibrium geometry.

Cartesian coordinates (Å):
1 C -1.13473 -0.01149 0.20463
2 O 0.18373 -0.51661 0.29231
3 F 1.29729 0.97904 -1.40393
4 F 2.42830 -0.98162 0.23983
5 P 1.48129 0.23834 0.47664
6 H -0.96364 0.99367 -0.15977
7 H -1.80315 -0.20906 1.01859
8 H -1.48909 -0.49227 -0.66831

Summary:
- energy relative to the best compared isomer or geometry (same formula, charge and spin) (eV) = 1.447
- frontier orbital gap (Ha) = 0.4178

No. 3
ORCA calculation (ωB97M-V with the def2-TZVPD basis set) on the molecule C11H8O2 in a non-equilibrium geometry.

Cartesian coordinates (Å):
1 C 1.62387 1.17124 -0.09518
2 C 0.31263 1.64067 -0.12933
3 C -0.77098 0.67051 -0.07022
4 C -2.09561 1.16089 0.13445
5 C -3.12528 0.29099 0.10752
6 C -2.94329 -1.07310 0.01204
7 C -1.66297 -1.56842 -0.03200
8 C -0.51425 -0.68617 -0.12900
9 C 0.84029 -1.10314 -0.15655
10 C 1.89616 -0.18717 -0.13625
11 C 3.23294 -0.73492 0.01114
12 H 3.31552 1.14964 0.31456
13 H 0.05429 2.69552 -0.00082
14 H -2.31207 2.13393 0.50453
15 H -4.14792 0.62234 0.07648
16 H -3.90245 -1.58540 -0.15181
17 H -1.44665 -2.59265 -0.03557
18 H 1.15630 -2.07313 -0.20769
19 H 4.11522 -0.00303 -0.26947
20 O 2.78206 1.94940 0.02523
21 O 3.59220 -1.87796 0.22793

Summary:
- energy relative to the best compared isomer or geometry (same formula, charge and spin) (eV) = 1.812
- frontier orbital gap (Ha) = 0.2832

No. 4
ORCA calculation (ωB97M-V with the def2-TZVPD basis set) on a structure of composition C3H7InN2O7 in a non-equilibrium geometry.

Cartesian coordinates (Å):
1 In 19.07660 12.14089 -4.19033
2 N 20.07232 14.77959 -4.50537
3 O 19.69483 13.93459 -5.22095
4 O 20.10591 15.93476 -4.90772
5 O 20.33140 14.54845 -3.36937
6 O 20.06601 13.87063 0.59099
7 C 19.68696 12.54172 0.19283
8 C 19.74802 12.06893 -1.36561
9 O 19.45186 12.97950 -2.47656
10 H 18.66328 12.48893 0.56348
11 H 20.21891 11.74778 0.71703
12 H 19.08614 11.20309 -1.38459
13 H 20.73665 11.63233 -1.50736
14 C 18.09698 8.62784 -3.54215
15 N 17.89040 9.73554 -2.52646
16 O 17.58649 9.51102 -1.36883
17 O 18.11977 10.85289 -2.90589
18 H 19.13846 8.32217 -3.44225
19 H 18.01530 8.97797 -4.57115
20 H 17.47811 7.77658 -3.25850

Summary:
- energy relative to the best compared isomer or geometry (same formula, charge and spin) (eV) = 2.721
- frontier orbital gap (Ha) = 0.1159

No. 5
ORCA calculation (ωB97M-V with the def2-TZVPD basis set) on a cluster of 2 separate species, C5H11NO in total in a non-equilibrium geometry.

Cartesian coordinates (Å):
1 C 1.06402 -2.39990 1.11446
2 C -1.75645 0.14167 0.54922
3 C -0.24496 1.98499 -0.11365
4 C -0.15151 -0.24739 -1.28423
5 C -0.61153 0.56009 -0.32595
6 N 1.37057 -1.22225 0.77527
7 O 2.50193 -0.92185 0.10529
8 H 1.60732 -3.23525 0.88453
9 H 0.07822 -2.32282 1.65723
10 H -2.43355 1.01344 0.47635
11 H -2.33670 -0.83576 0.53289
12 H -1.29192 0.33428 1.65434
13 H 0.68719 2.30339 -0.60421
14 H -0.01120 2.26340 1.02133
15 H -1.14051 2.44980 -0.38117
16 H 2.38514 0.00236 -0.23071
17 H -0.66039 -1.25790 -1.50659
18 H 0.65809 -0.12057 -2.01223

Summary:
- energy relative to the best compared isomer or geometry (same formula, charge and spin) (eV) = 4.905
- frontier orbital gap (Ha) = 0.3498

No. 6
ORCA calculation (ωB97M-V with the def2-TZVPD basis set) on the molecule C3H7NO2 in a non-equilibrium geometry.

Cartesian coordinates (Å):
1 C -0.30463 -0.76883 0.22193
2 C -0.18521 -0.30354 -1.21928
3 O 1.00439 -0.93478 -1.73137
4 C 0.36372 0.13877 1.21893
5 N -0.21840 1.35663 1.36230
6 O 1.35832 -0.16511 1.84782
7 H 0.07964 -1.77945 0.27883
8 H -1.35908 -0.86645 0.52622
9 H -1.05837 -0.53313 -1.84311
10 H -0.00567 0.77123 -1.26010
11 H 1.30955 -0.46647 -2.51103
12 H 0.16045 1.97146 2.06357
13 H -1.14472 1.57969 1.04530

Summary:
- energy relative to the best compared isomer or geometry (same formula, charge and spin) (eV) = 0.816
- frontier orbital gap (Ha) = 0.3829

No. 7
ORCA calculation (ωB97M-V with the def2-TZVPD basis set) on a structure of composition C45H46BCoF2N5SSb in a non-equilibrium geometry.

Cartesian coordinates (Å):
1 Co 0.71432 -1.82020 -1.30706
2 C -4.46377 -1.03470 4.95644
3 C -3.74405 -2.29733 4.46151
4 C -4.40542 -2.74284 3.15811
5 C -3.91574 -3.41734 5.49672
6 C -2.25732 -1.99241 4.27819
7 C -1.50569 -1.56377 5.38781
8 C -0.15695 -1.29182 5.29512
9 C 0.46516 -1.43006 4.05867
10 S 2.11499 -1.18743 3.61658
11 C 1.71422 -1.63402 1.94509
12 N 0.46556 -1.89833 1.75160
13 C -0.26136 -1.82127 2.93038
14 C -1.62183 -2.12342 3.05587
15 C 2.79523 -1.70482 0.94664
16 C 4.10958 -1.65323 1.43515
17 C 5.19243 -1.74762 0.58719
18 C 4.95140 -1.93483 -0.76923
19 C 3.65069 -1.99453 -1.23714
20 C 2.50737 -1.85055 -0.42671
21 H -5.53329 -1.22992 5.06926
22 H -4.33692 -0.21553 4.24603
23 H -4.07869 -0.70469 5.92234
24 H -5.46333 -2.94585 3.33791
25 H -3.95231 -3.65359 2.76302
26 H -4.33803 -1.97097 2.39002
27 H -4.97636 -3.63968 5.63970
28 H -3.49734 -3.13738 6.46451
29 H -3.41545 -4.32885 5.16488
30 H -1.98975 -1.45465 6.35065
31 H 0.40273 -0.98307 6.16909
32 H -2.15077 -2.47432 2.18264
33 H 4.29502 -1.55678 2.49975
34 H 6.20176 -1.70799 0.97858
35 H 5.78069 -2.04448 -1.46009
36 H 3.51508 -2.19810 -2.29096
37 B -1.58869 -1.73898 -4.13701
38 N -0.04361 -1.59514 -4.33849
39 C 0.47182 -1.57686 -5.57447
40 C 1.83012 -1.33700 -5.49091
41 C 2.05988 -1.22235 -4.12069
42 N 0.93028 -1.38376 -3.42959
43 N -2.05066 -1.53266 -2.66303
44 C -3.33750 -1.38815 -2.32498
45 C -3.41942 -1.16181 -0.96287
46 C -2.09094 -1.18454 -0.54164
47 N -1.27805 -1.41156 -1.57227
48 H -2.11561 -0.86984 -4.80301
49 H -1.93381 -2.83962 -4.51258
50 H -0.17106 -1.72592 -6.42654
51 H 2.54223 -1.26524 -6.29475
52 H 2.98170 -1.01873 -3.60597
53 H -4.10230 -1.43135 -3.08273
54 H -4.30555 -0.98378 -0.37876
55 H -1.65236 -1.03813 0.42922
56 C -0.46488 1.69502 2.39124
57 C -0.08354 3.01483 1.77798
58 C -0.20992 4.18520 2.52443
59 C 0.15858 5.41596 2.00248
60 C 0.66037 5.49472 0.71214
61 C 0.78701 4.33637 -0.04137
62 C 0.42321 3.09765 0.47731
63 Sb 0.64809 1.35006 -0.76636
64 C 2.65305 1.85623 -1.39281
65 C 3.08227 1.88874 -2.71537
66 C 4.42534 2.01959 -3.04433
67 C 5.37171 2.10668 -2.03824
68 C 4.96156 2.04670 -0.71634
69 C 3.61888 1.91676 -0.37261
70 C 3.26358 1.81459 1.08768
71 C -0.95423 2.10618 -2.04523
72 C -2.06851 2.26005 -1.21331
73 C -3.32766 2.56636 -1.70152
74 C -3.50257 2.71995 -3.06494
75 C -2.41316 2.57304 -3.90449
76 C -1.13784 2.27269 -3.42436
77 C -0.03075 2.16217 -4.42544
78 H -0.88721 1.82843 3.38778
79 H 0.40566 1.04175 2.48101
80 H -1.19835 1.15643 1.78529
81 H -0.60167 4.12524 3.53406
82 H 0.05289 6.31123 2.60317
83 H 0.95017 6.45026 0.29259
84 H 1.18233 4.39840 -1.04969
85 H 2.37413 1.77804 -3.51612
86 H 4.72287 2.03406 -4.08617
87 H 6.42429 2.19947 -2.27705
88 H 5.69986 2.07814 0.07730
89 H 4.15290 1.59491 1.67798
90 H 2.55707 1.00273 1.27011
91 H 2.81630 2.73808 1.46225
92 H -1.96384 2.12857 -0.14037
93 H -4.16289 2.66590 -1.01927
94 H -4.47920 2.94620 -3.47528
95 H -2.54544 2.68487 -4.97457
96 H -0.41378 2.28939 -5.43789
97 H 0.45070 1.19464 -4.37425
98 H 0.71930 2.93377 -4.25287
99 F 1.05203 -4.38171 -0.19712
100 C 0.55400 -3.69879 -1.30377
101 F 1.22708 -4.26804 -2.39068
102 H -0.48809 -4.03977 -1.40016

Summary:
- charge = -1
- 2S+1 = 2
- energy relative to the best compared isomer or geometry (same formula, charge and spin) (eV) = 1.159
- frontier orbital gap (alpha / beta) (Ha) = 0.2587 / 0.2640

Which energy belongs to each record? In order, -1485.954171 -656.249490 -574.396065 -944.229134 -326.951101 -323.750992 -4262.027557 Eh.